Below is a 15-piece molecular cluster, C42H121N7O22 overall, with properties calculated with ωB97M-V with the def2-TZVPD basis set.

```
192
Properties=species:S:1:pos:R:3:mulliken_charge:R:1
C 2.91 -15.45 13.21 -0.94
O 2.62 -16.07 11.99 -0.12
C 3.07 -17.41 11.90 -0.90
C 2.65 -18.04 10.60 -0.12
N 3.36 -17.45 9.46 -0.29
C 3.02 -18.10 8.20 -1.08
C 1.68 -17.68 7.62 -0.21
O 1.75 -16.30 7.33 -0.27
C 0.48 -15.68 7.32 0.98
H 3.99 -15.31 13.34 0.36
H 2.52 -15.88 14.14 0.35
H 2.56 -14.42 13.11 0.24
H 2.87 -18.01 12.79 0.43
H 4.17 -17.38 11.90 0.41
H 1.55 -18.06 10.52 0.06
H 3.04 -19.06 10.69 0.36
H 3.01 -16.49 9.38 0.24
H 3.06 -19.20 8.24 0.44
H 3.84 -17.89 7.51 0.37
H 0.94 -17.96 8.39 0.14
H 1.51 -18.22 6.69 0.38
H -0.05 -16.00 8.22 -0.82
H -0.10 -15.77 6.40 0.17
H 0.59 -14.61 7.51 -0.16
C 5.12 -1.88 6.25 -0.89
O 4.82 -2.30 7.56 -0.39
C 3.80 -1.51 8.17 -0.22
C 3.57 -2.05 9.56 -0.65
N 2.18 -2.09 10.00 -0.33
C 1.18 -2.72 9.14 -0.03
C -0.17 -2.57 9.80 -0.86
O -0.17 -3.29 11.03 -0.32
C -1.41 -3.12 11.71 -0.75
H 5.64 -2.65 5.69 0.28
H 5.75 -0.99 6.23 0.42
H 4.18 -1.62 5.75 0.32
H 2.88 -1.51 7.58 0.26
H 4.19 -0.49 8.18 0.40
H 4.07 -1.40 10.28 0.30
H 4.03 -3.05 9.66 0.33
H 2.06 -2.42 10.94 0.24
H 1.46 -3.77 8.98 -0.03
H 1.12 -2.17 8.20 0.25
H -0.95 -3.03 9.19 0.40
H -0.32 -1.49 9.90 0.37
H -1.22 -3.55 12.70 0.25
H -2.17 -3.68 11.17 0.28
H -1.70 -2.08 11.85 0.31
C 9.34 -16.91 7.83 -0.76
O 8.85 -15.59 7.70 -0.25
C 9.64 -14.72 6.90 -0.75
C 8.93 -13.37 6.90 -0.43
N 7.80 -13.39 5.98 -0.40
C 7.17 -12.06 5.79 -0.44
C 6.29 -11.69 6.98 -0.56
O 5.04 -12.35 6.93 -0.35
C 4.09 -11.68 6.13 -0.40
H 10.40 -16.93 8.10 0.30
H 9.12 -17.45 6.91 0.29
H 8.79 -17.36 8.65 0.23
H 9.57 -15.14 5.89 0.34
H 10.70 -14.68 7.17 0.45
H 9.67 -12.64 6.55 0.41
H 8.57 -13.22 7.92 0.23
H 7.09 -13.97 6.43 0.25
H 6.52 -12.25 4.93 0.29
H 7.95 -11.33 5.57 0.36
H 6.18 -10.60 7.07 0.26
H 6.70 -12.05 7.92 0.37
H 4.48 -11.34 5.16 0.34
H 3.79 -10.74 6.61 0.27
H 3.22 -12.31 5.97 0.04
C 3.11 -5.07 6.62 0.05
O 2.13 -5.90 6.04 0.32
C 2.35 -6.29 4.69 0.25
C 1.22 -7.18 4.22 -1.31
N 1.33 -8.48 4.88 0.98
C 0.17 -9.34 4.49 -1.80
C 0.52 -10.72 4.99 2.01
O -0.31 -11.70 4.42 -0.61
C -0.05 -12.97 4.96 -0.55
H 2.71 -4.59 7.51 -0.26
H 3.45 -4.25 5.98 -0.06
H 3.98 -5.67 6.92 0.38
H 3.38 -6.66 4.56 0.23
H 2.35 -5.35 4.11 -0.61
H 1.42 -7.24 3.14 0.18
H 0.26 -6.67 4.35 0.31
H 2.07 -8.96 4.38 0.11
H -0.01 -9.40 3.41 0.42
H -0.73 -8.91 4.93 0.64
H 0.54 -10.69 6.09 -0.14
H 1.58 -10.98 4.85 -0.74
H -0.37 -12.96 6.01 0.09
H 1.00 -13.29 4.96 0.22
H -0.64 -13.75 4.47 0.35
C -2.65 -11.42 7.33 -0.83
O -2.57 -12.81 7.70 -0.25
C -2.76 -12.97 9.09 -1.00
C -2.40 -14.38 9.56 0.67
N -2.26 -14.40 11.01 -0.31
C -1.15 -15.27 11.40 -0.86
C -1.28 -16.76 11.01 0.28
O -2.63 -17.14 11.12 -0.41
C -2.84 -18.36 10.46 -0.85
H -2.61 -11.51 6.25 0.15
H -1.92 -10.74 7.76 0.32
H -3.67 -11.14 7.62 0.52
H -3.76 -12.64 9.39 0.33
H -2.06 -12.31 9.63 0.36
H -1.47 -14.46 8.98 -0.46
H -3.22 -15.01 9.20 0.17
H -3.06 -14.84 11.45 0.39
H -1.09 -15.26 12.49 0.34
H -0.15 -14.92 11.12 0.27
H -0.61 -17.35 11.66 0.62
H -0.84 -16.97 10.02 -0.41
H -2.75 -18.29 9.36 0.29
H -3.88 -18.67 10.55 0.30
H -2.20 -19.17 10.81 0.34
C -5.06 -0.17 -0.11 -0.72
O -5.04 -1.56 -0.31 -0.32
C -4.83 -2.30 0.87 -0.57
C -4.79 -3.77 0.49 -0.28
N -4.81 -4.57 1.71 -0.31
C -4.00 -5.76 1.76 -1.30
C -2.51 -5.52 1.92 0.42
O -2.34 -4.71 3.08 -0.46
C -1.00 -4.22 3.17 -0.24
H -5.18 0.29 -1.08 0.25
H -4.08 0.16 0.29 0.30
H -5.74 0.12 0.70 0.29
H -5.57 -2.04 1.64 0.36
H -3.85 -2.06 1.32 0.29
H -3.88 -3.92 -0.11 0.14
H -5.66 -4.04 -0.13 0.30
H -4.70 -3.99 2.53 0.29
H -4.34 -6.41 0.95 0.37
H -4.32 -6.33 2.64 0.39
H -1.99 -5.10 1.06 0.24
H -2.00 -6.47 2.15 0.15
H -0.93 -3.31 2.58 0.34
H -0.29 -5.00 2.88 -0.20
H -0.87 -4.04 4.24 0.31
C 2.64 -0.19 1.79 -0.86
O 3.31 -0.98 2.73 -0.25
C 4.56 -1.48 2.26 -0.68
C 4.69 -3.01 2.37 -0.33
N 4.15 -3.75 1.23 -0.11
C 2.70 -3.83 1.19 0.48
C 2.13 -4.93 0.30 -0.81
O 2.39 -6.25 0.73 -0.05
C 3.66 -6.78 0.43 -0.76
H 1.63 -0.01 2.17 0.26
H 2.49 -0.71 0.84 0.31
H 3.03 0.81 1.57 0.31
H 5.38 -1.02 2.82 0.46
H 4.70 -1.18 1.22 0.46
H 4.29 -3.46 3.28 -0.11
H 5.77 -3.15 2.28 0.33
H 4.54 -3.39 0.37 0.34
H 2.21 -2.89 0.87 -0.03
H 2.37 -4.10 2.19 -0.26
H 2.45 -4.80 -0.74 0.50
H 1.05 -4.80 0.41 0.15
H 4.09 -6.28 -0.44 0.35
H 3.60 -7.86 0.26 0.18
H 4.29 -6.78 1.32 0.19
O 2.68 -12.97 2.53 -0.68
H 1.77 -12.95 2.20 0.29
H 2.88 -13.91 2.64 0.29
O -0.60 -8.22 7.23 -0.61
H -0.40 -8.36 8.16 0.30
H 0.21 -8.48 6.76 0.27
O -3.28 -14.75 2.70 -0.62
H -3.93 -14.57 2.01 0.31
H -2.64 -14.03 2.63 0.31
O -0.36 -5.06 6.96 -0.58
H 0.49 -5.47 6.76 0.27
H -0.89 -5.77 7.34 0.31
O -0.15 -7.15 0.16 -0.58
H 0.80 -7.13 0.40 0.30
H -0.16 -7.06 -0.80 0.26
O 2.90 -8.18 7.50 -0.78
H 2.69 -8.92 6.92 0.10
H 2.74 -7.39 6.95 0.28
O 0.96 -11.11 8.56 -0.44
H 1.50 -10.50 9.07 0.25
H 1.05 -11.96 9.01 0.20
O 3.09 -10.22 2.75 -0.56
H 3.58 -10.30 1.93 0.30
H 2.66 -11.08 2.87 0.23
```

Properties
Charge: 0
Energy relative to the best compared isomer or geometry (same formula, charge and spin) (kcal per mole): 0.0
LUMO (hartree): 0.006
Multiplicity: 1
HOMO (eV): -8.17
E_tot (Eh): -3710.998136
Strongest force on any atom (eV Å⁻¹): 2.17